Molecular formula: C4H11NO
Method: DFT, wB97M-V/def2-TZVPD

Calculated values
M = 89.14 g/mol
SMILES = C/C=C(/C)N.O
Energy above the lowest of the compared OMol25 structures with the same formula, charge and spin = 156.4 kJ/mol
Net charge = 0
Total energy = -7862.93285 eV

Element x y z (Å)
C: 1.4059 0.8509 -1.8917
C: 0.5208 0.1313 -0.8457
C: -0.5555 0.7482 -0.3524
C: -1.1610 0.4883 0.9964
N: -1.1976 1.7745 -1.0754
H: 2.2279 1.4774 -1.5243
H: 1.9632 0.0493 -2.3925
H: 0.8777 1.4656 -2.6108
H: 1.1303 -0.5071 -0.2290
H: -1.9526 -0.2669 0.8893
H: -1.7707 1.3376 1.3202
H: -0.4229 0.2642 1.7607
H: -1.4342 1.4652 -2.0040
H: -2.0129 2.2191 -0.6915
O: 0.8672 -3.8822 2.4862
H: 0.8374 -3.0858 2.9907
H: 0.6772 -4.5297 3.1737